Entry 1:
Computed, not measured: C28H31IrNO7P4SSe3Te as an isolated structure, with ωB97M-V/def2-TZVPD.

```
77
Properties=species:S:1:pos:R:3:forces:R:3
Ir -2.5334 -1.1481 -0.0435 -0.08 0.07 -0.71
Se -3.2662 -2.1771 -2.0945 0.21 0.05 -0.14
Se -2.0930 -4.1786 -2.2249 -0.12 0.08 -0.02
Te -3.3575 -5.1664 -0.2957 0.06 0.13 0.08
Se -3.1271 -3.1273 1.1277 -0.15 -0.13 -0.12
O -4.8305 -0.5920 1.4696 -0.03 0.23 -0.12
P -5.2356 0.4629 0.2853 -0.06 -0.29 0.94
O -6.6372 0.8580 0.3691 0.01 0.04 -0.19
O -4.5798 -0.2009 -0.9129 0.18 -0.32 0.04
O -4.2358 1.7137 0.6092 0.07 0.02 0.02
P -2.9522 2.0915 -0.2873 -0.09 -0.36 -0.19
O -3.5029 2.2060 -1.7760 0.03 0.10 0.03
O -2.3046 3.3075 0.1913 -0.02 0.05 -0.04
O -2.0338 0.8128 -0.3042 -0.20 0.07 0.22
H -5.4077 -0.5856 2.2412 -0.02 0.24 -0.01
H -3.9628 1.3756 -1.9985 -0.02 0.02 -0.03
C -2.6105 2.2193 3.8117 0.01 0.01 -0.01
S -2.8090 0.4731 4.2328 -0.02 0.04 -0.01
C -1.7815 -0.2677 2.9509 0.07 -0.02 -0.06
C -0.2924 0.0116 3.0863 0.00 -0.01 0.06
C 0.5923 -0.7111 2.0687 -0.02 0.04 0.06
N 0.5214 -0.2162 0.6613 -0.04 0.08 -0.21
P -0.2889 -1.2758 -0.3618 -0.18 -0.09 0.21
C 0.7155 -2.7597 -0.0491 0.23 -0.03 0.04
C 0.2398 -3.9879 0.3709 0.04 -0.05 0.02
C 1.1117 -5.0394 0.6296 -0.01 0.00 -0.01
C 2.4752 -4.8672 0.4684 0.01 0.01 0.00
C 2.9693 -3.6334 0.0576 -0.03 -0.02 0.00
C 2.0979 -2.5891 -0.1907 0.02 0.01 -0.01
C -0.0468 -0.9668 -2.1409 0.13 0.10 0.06
C 0.6225 -1.9154 -2.9134 0.01 -0.01 -0.03
C 0.7287 -1.7575 -4.2902 0.00 -0.02 0.03
C 0.1680 -0.6547 -4.9097 -0.04 0.05 0.01
C -0.5197 0.2839 -4.1500 0.04 -0.06 -0.05
C -0.6395 0.1233 -2.7834 -0.03 0.04 -0.04
P 0.6073 1.5664 0.6160 0.14 -0.03 0.11
C 2.2157 1.7512 1.5031 0.07 0.01 -0.08
C 2.2737 2.8231 2.3879 0.02 0.07 0.02
C 3.4443 3.1211 3.0782 -0.02 -0.03 -0.03
C 4.5675 2.3315 2.9009 0.00 -0.02 -0.01
C 4.5182 1.2445 2.0330 0.03 0.00 0.02
C 3.3551 0.9609 1.3389 -0.05 -0.01 0.02
C 1.1489 1.9481 -1.0873 -0.13 0.08 -0.02
C 0.4530 3.0150 -1.6526 -0.02 0.05 -0.05
C 0.7814 3.4780 -2.9231 0.03 -0.05 0.02
C 1.8005 2.8694 -3.6355 0.02 -0.01 0.01
C 2.4982 1.8000 -3.0790 0.00 0.01 -0.04
C 2.1773 1.3469 -1.8135 0.01 -0.06 0.09
H -3.3798 2.7636 4.3561 0.00 0.00 0.00
H -2.7570 2.3851 2.7447 -0.02 -0.01 0.01
H -1.6345 2.5958 4.1130 0.00 -0.01 0.00
H -2.1628 0.1077 1.9906 0.01 0.00 -0.02
H -1.9677 -1.3431 3.0060 -0.01 0.01 0.05
H 0.0308 -0.3150 4.0781 0.00 -0.02 0.00
H -0.1158 1.0879 3.0452 -0.01 -0.02 0.04
H 0.3591 -1.7772 2.0832 -0.06 0.02 0.02
H 1.6294 -0.6235 2.3928 0.03 -0.02 -0.01
H -0.8136 -4.1401 0.5189 -0.05 0.03 0.01
H 0.7140 -5.9899 0.9620 0.01 0.00 0.00
H 3.1554 -5.6847 0.6697 0.00 0.00 0.00
H 4.0344 -3.4838 -0.0636 0.00 -0.01 0.00
H 2.4905 -1.6271 -0.4976 -0.03 -0.03 -0.02
H 1.0511 -2.7963 -2.4618 0.04 -0.02 0.02
H 1.2494 -2.5070 -4.8723 0.00 0.00 0.01
H 0.2542 -0.5306 -5.9819 0.00 0.00 0.01
H -0.9735 1.1462 -4.6205 0.00 -0.01 0.00
H -1.1995 0.8512 -2.2215 0.04 -0.05 -0.02
H 1.3923 3.4388 2.5348 -0.01 -0.01 -0.02
H 3.4720 3.9652 3.7552 0.00 -0.01 0.00
H 5.4800 2.5536 3.4393 -0.01 0.00 0.00
H 5.3924 0.6192 1.8998 0.00 0.01 0.00
H 3.3277 0.1036 0.6765 -0.02 0.01 0.02
H -0.3664 3.4674 -1.1012 0.05 0.00 0.00
H 0.2318 4.3055 -3.3529 0.00 0.00 0.01
H 2.0558 3.2218 -4.6273 0.00 0.00 0.00
H 3.2913 1.3196 -3.6385 0.00 0.01 0.00
H 2.7238 0.5083 -1.3992 0.00 0.03 0.01
```
Forces are in eV/Å.

Expectation value of S²: 0.759
DFT total energy: -11007.62052 Ha
Multiplicity: 2
Frontier orbital gap (alpha / beta): 0.2491 / 0.1997 hartree
E_HOMO (alpha / beta): -8.3 / -8.3 eV
Total charge: 0

***

Entry 2:
Computed, not measured: a 3-piece molecular cluster, C6H9N3 overall, with ωB97M-V/def2-TZVPD.

```
18
Properties=species:S:1:pos:R:3:forces:R:3
C -16.3976 -0.6910 -24.3749 1.22 -0.54 -0.76
C -16.7084 0.7186 -24.5624 -2.05 2.77 0.41
N -17.0585 1.8367 -24.6593 1.21 -3.03 0.13
H -15.3736 -0.7597 -24.7420 0.26 -0.33 0.15
H -16.9400 -1.3843 -25.0177 -0.42 0.44 -0.05
H -16.4016 -1.1175 -23.3718 -0.23 0.67 0.13
C -20.9434 -2.7290 -21.4552 -0.56 0.46 0.00
C -20.3150 -3.8571 -22.1119 1.90 -3.75 -2.33
N -19.8158 -4.7949 -22.6454 -1.88 3.67 2.09
H -21.8930 -2.4507 -21.9123 -0.08 -0.41 -0.24
H -20.3512 -1.8198 -21.5598 0.31 -0.21 0.40
H -21.1784 -2.9961 -20.4250 0.32 0.26 0.07
C -29.7274 -0.6945 -23.5892 0.45 0.04 0.52
C -28.8122 -0.7290 -22.4110 -0.03 0.29 0.61
N -28.0761 -0.7380 -21.5150 -0.95 -0.05 -1.20
H -29.3689 0.0761 -24.2717 0.26 -0.41 -0.26
H -30.7610 -0.4047 -23.3999 0.15 -0.11 0.70
H -29.7475 -1.7023 -24.0041 0.13 0.24 -0.37
```
Forces are in eV/Å.

DFT total energy: -398.24019 Ha
Frontier orbital gap: 0.4456 hartree
E_HOMO: -11.6 eV
Total charge: 0

***

Entry 3:
Computed, not measured: a 2-piece molecular cluster, C13H21ClFN2O4 overall, with ωB97M-V/def2-TZVPD.

```
42
Properties=species:S:1:pos:R:3:forces:R:3
Cl -10.3151 2.6094 3.6194 0.39 0.14 -0.58
C -9.5757 3.1459 2.0639 -1.02 0.06 0.92
N -8.2714 2.5128 1.8006 0.56 -0.37 0.03
C -7.2213 2.8874 2.8946 -1.72 0.25 -0.28
C -5.9236 2.2258 2.5312 0.54 -0.92 -1.15
N -6.0569 1.5109 1.2326 0.06 -0.10 0.10
F -2.0972 -0.4765 0.5402 -0.73 0.62 0.11
C -6.4417 2.4481 0.1412 0.91 -1.17 0.90
C -7.7729 3.0674 0.4570 -1.23 0.38 0.56
C -7.0422 0.4037 1.3675 1.35 0.67 -0.20
C -8.4012 0.9605 1.6869 -1.12 1.25 0.40
H -10.3034 2.8817 1.2897 0.42 0.06 0.03
H -9.4710 4.2324 2.1512 0.17 -0.32 -0.21
H -7.1662 3.9825 2.8758 -0.13 -0.23 0.08
H -7.6418 2.5481 3.8477 0.07 0.18 -0.26
H -5.1387 2.9738 2.4183 0.08 -0.15 0.14
H -5.6440 1.4876 3.2916 0.13 0.24 -0.21
H -5.6687 3.2136 0.0781 0.02 -0.12 -0.19
H -6.4948 1.8759 -0.7860 0.18 0.14 0.03
H -8.5439 2.8181 -0.2834 0.13 0.17 0.22
H -7.7142 4.1557 0.5878 -0.15 -0.26 -0.10
H -7.0720 -0.1376 0.4220 0.13 -0.14 0.16
H -6.7006 -0.2444 2.1800 0.02 -0.04 -0.33
H -8.8073 0.6199 2.6498 0.08 0.15 -0.40
H -9.1375 0.7820 0.8890 0.13 0.12 0.34
C 1.4914 2.0901 0.5094 -0.04 -0.07 -0.19
C 0.1173 1.3914 0.5004 0.96 -1.19 -0.49
C -1.0522 2.2752 0.9247 0.26 -0.33 -0.06
O -0.1058 0.9057 -0.8810 0.17 -0.39 -0.09
C -0.4285 -0.3996 -1.1848 -0.94 0.19 -2.46
O -0.2665 -0.9314 -2.2673 0.19 1.61 1.78
C -1.0654 -1.1440 -0.0542 0.54 0.08 0.18
C 0.1306 -1.0904 0.8519 0.16 -1.33 1.98
O 0.7522 -2.0853 1.1540 -0.41 2.36 -0.13
O 0.3026 0.2018 1.3592 0.21 -0.67 -0.44
H 2.2910 1.4182 0.1762 -0.39 -0.05 0.05
H 1.5175 2.9656 -0.1401 -0.32 -0.09 -0.12
H 1.7674 2.4462 1.5043 -0.33 -0.22 0.08
H -1.9474 1.6841 0.8021 -0.33 0.06 0.13
H -0.9584 2.6011 1.9700 0.14 -0.16 -0.35
H -1.1181 3.1529 0.2669 0.22 -0.28 0.19
H -1.4444 -2.1258 -0.3150 0.61 -0.13 -0.15
```
Forces are in eV/Å.

DFT total energy: -1478.20044 Ha
Frontier orbital gap: 0.3534 hartree
E_HOMO: -12.4 eV
Total charge: +1

***

Entry 4:
Computed, not measured: the molecule C16H17Cl2N3O2S, with ωB97M-V/def2-TZVPD.

```
41
Properties=species:S:1:pos:R:3:forces:R:3
C -1.6274 -1.8358 -0.6182 -0.04 -0.10 -0.05
C -0.4482 -1.3347 -0.3070 0.10 0.10 0.17
C 0.0444 -1.1923 1.1030 -0.10 -0.34 -0.02
N 0.4195 0.1880 1.3797 0.26 -0.54 0.17
C -0.5250 1.0241 1.8936 0.06 0.39 0.40
O -1.6126 0.6729 2.2834 -0.17 0.01 -0.04
C -0.0767 2.4759 1.8896 0.22 0.22 -0.19
C -1.0541 3.2738 1.0179 0.13 -0.24 -0.07
C -1.3526 2.4954 -0.2645 -0.22 0.57 0.28
O -0.5211 1.7982 -0.8089 0.20 -0.21 -0.18
N -2.6011 2.6593 -0.7375 -0.42 0.15 -0.12
C -3.1094 1.9001 -1.8605 -0.07 -0.18 -0.14
C -4.1152 0.8490 -1.4061 0.19 0.15 -0.08
S 1.6235 2.4781 1.2531 -0.04 0.19 0.25
C 1.5943 0.7585 0.9225 -0.07 -0.02 -0.08
N 2.5746 0.2397 0.3369 0.10 0.90 -0.03
C 2.9648 -1.0394 0.0792 0.19 -0.75 0.08
C 3.0699 -1.4789 -1.2423 -0.02 -0.12 0.12
C 3.5870 -2.7301 -1.5167 -0.04 0.05 0.29
Cl 3.6807 -3.2583 -3.1576 0.02 -0.08 -0.25
C 4.0332 -3.5670 -0.5052 0.00 0.03 -0.03
C 3.9526 -3.1335 0.8070 -0.05 0.00 -0.09
C 3.4227 -1.8916 1.0968 -0.06 0.14 -0.10
Cl 3.3129 -1.3611 2.7468 0.02 -0.03 0.01
H -1.9519 -1.9266 -1.6403 -0.02 -0.01 -0.24
H -2.3106 -2.1886 0.1374 -0.12 -0.03 0.21
H 0.2245 -0.9710 -1.0700 0.03 0.02 -0.19
H -0.7492 -1.4433 1.8117 0.18 -0.03 -0.09
H 0.9058 -1.8397 1.2794 -0.13 0.10 0.07
H -0.0680 2.8775 2.9053 -0.09 -0.18 -0.08
H -1.9736 3.4394 1.5808 0.01 0.04 -0.02
H -0.6137 4.2384 0.7588 -0.08 0.00 0.01
H -3.2760 3.1771 -0.1970 0.19 -0.03 0.08
H -2.2455 1.4231 -2.3273 -0.12 0.12 -0.02
H -3.5699 2.5885 -2.5760 0.10 -0.09 -0.01
H -3.6508 0.1800 -0.6856 0.01 -0.06 0.07
H -4.9796 1.3190 -0.9411 -0.12 0.00 0.05
H -4.4545 0.2667 -2.2580 -0.10 -0.09 -0.09
H 2.7396 -0.8281 -2.0358 0.00 0.07 -0.09
H 4.4401 -4.5371 -0.7376 0.04 -0.09 -0.05
H 4.2968 -3.7654 1.6104 0.03 -0.04 0.09
```
Forces are in eV/Å.

DFT total energy: -2253.25512 Ha
Frontier orbital gap: 0.3277 hartree
E_HOMO: -8.4 eV
Total charge: 0

***

Entry 5:
Computed, not measured: an isolated ion of composition C5H7IN and charge +1, with ωB97M-V/def2-TZVPD.

```
14
Properties=species:S:1:pos:R:3:forces:R:3
C 0.2688 -1.3723 -0.4941 1.01 2.82 -1.24
C 1.5835 0.2225 -0.9178 -0.79 -2.22 2.08
C -0.6179 0.8560 -0.0193 -1.01 0.80 0.26
C -0.4565 -2.3781 0.2059 0.05 -1.40 0.29
C -0.2764 2.2704 0.0050 0.13 0.49 -0.05
N 0.2918 -0.0502 -0.2883 0.49 -1.00 -1.64
I 3.2562 0.0579 0.2341 0.23 0.40 -0.42
H -1.6482 0.5358 0.0680 0.08 -0.25 0.34
H -1.2369 -2.0188 0.8827 0.06 0.08 -0.04
H 0.2873 -2.9623 0.7672 -0.12 0.00 0.23
H -0.8322 -3.1165 -0.5181 -0.14 0.24 0.19
H -0.9032 2.8425 -0.6818 -0.03 -0.04 -0.09
H -0.4908 2.6840 0.9956 0.10 -0.04 0.04
H 0.7746 2.4290 -0.2390 -0.06 0.13 0.06
```
Forces are in eV/Å.

Expectation value of S²: 2.316
DFT total energy: -546.62448 Ha
Multiplicity: 3
Frontier orbital gap (alpha / beta): 0.2520 / 0.2551 hartree
E_HOMO (alpha / beta): -12.4 / -13.7 eV
Total charge: +1